No. 1
Here is a 2-piece molecular cluster, C4H14N2O overall from the Open Molecules 2025 dataset. Energies are from ωB97M-V with the def2-TZVPD basis set.

```
21
Properties=species:S:1:pos:R:3:lowdin_charge:R:1
C -2.627 -0.187 -0.250 -0.149
N -1.479 -1.073 -0.357 -0.138
C -0.249 -0.353 -0.697 -0.270
C 1.004 -1.150 -0.271 -0.185
C 2.179 -0.856 -1.205 -0.300
N 2.813 0.438 -0.991 -0.011
H -2.857 0.254 -1.209 0.071
H -2.461 0.641 0.453 0.071
H -3.533 -0.747 -0.015 0.076
H -1.337 -1.451 0.573 0.093
H -0.283 -0.117 -1.759 0.112
H -0.222 0.614 -0.164 0.101
H 1.230 -0.767 0.715 0.099
H 0.758 -2.208 -0.295 0.107
H 2.915 -1.657 -1.126 0.098
H 1.897 -0.840 -2.260 0.109
H 2.931 0.697 -0.021 0.061
H 2.380 1.186 -1.507 0.059
H -1.086 2.177 4.169 0.034
H -0.824 2.511 2.697 0.021
O -1.149 2.886 3.521 -0.059
```

Max |F|   1.8 eV Å⁻¹
2S+1   1
Charge   0
HOMO   -0.33194 Ha
Energy relative to the best compared isomer or geometry (same formula, charge and spin)   34.87 kcal per mole
HOMO-LUMO gap   9.5 eV

=====

No. 2
Here is C25H49O11Rb2 as an isolated structure from the Open Molecules 2025 dataset. Energies are from ωB97M-V with the def2-TZVPD basis set.

```
87
Properties=species:S:1:pos:R:3:lowdin_charge:R:1
Rb -18.701 -14.147 -16.109 0.963
Rb -24.647 -10.888 -12.801 0.971
O -19.755 -6.827 -16.191 0.077
C -20.432 -7.551 -15.318 -0.936
O -21.430 -6.981 -14.835 -0.097
O -20.186 -8.721 -14.980 -0.098
H -20.304 -6.052 -16.052 0.091
C -26.120 -6.295 -20.231 -0.027
C -25.168 -6.236 -21.418 -0.503
O -25.341 -6.881 -22.434 0.059
C -24.044 -5.247 -21.270 -0.028
H -25.597 -6.479 -19.292 0.080
H -26.940 -6.985 -20.430 0.078
H -26.607 -5.320 -20.206 0.085
H -23.614 -5.221 -20.268 0.083
H -24.480 -4.262 -21.436 0.090
H -23.325 -5.441 -22.066 0.085
C -15.345 -12.046 -6.338 -0.018
C -16.309 -11.111 -7.115 -0.485
O -16.898 -10.202 -6.586 0.072
C -16.420 -11.351 -8.601 -0.036
H -15.467 -13.047 -6.751 0.066
H -15.550 -12.172 -5.275 0.080
H -14.314 -11.739 -6.519 0.084
H -16.439 -12.401 -8.895 0.073
H -15.515 -10.983 -9.083 0.085
H -17.198 -10.730 -9.044 0.081
C -18.716 2.876 -16.684 -0.033
C -19.331 1.747 -15.861 -0.440
O -19.548 0.635 -16.343 0.041
C -19.732 2.140 -14.393 -0.025
H -17.856 3.239 -16.122 0.081
H -19.411 3.713 -16.617 0.077
H -18.436 2.729 -17.727 0.082
H -20.539 1.508 -14.021 0.071
H -20.215 3.116 -14.350 0.069
H -18.913 2.130 -13.674 0.078
C -13.979 -9.752 -21.127 -0.021
C -13.222 -9.650 -19.803 -0.470
O -12.007 -9.921 -19.771 0.033
C -13.943 -9.177 -18.590 -0.033
H -14.963 -10.184 -20.948 0.073
H -13.423 -10.346 -21.852 0.082
H -14.031 -8.727 -21.492 0.091
H -13.622 -8.168 -18.331 0.095
H -13.789 -9.831 -17.731 0.085
H -15.022 -9.084 -18.711 0.073
C -25.281 -1.877 -15.952 -0.020
C -26.391 -1.990 -14.881 -0.509
O -27.524 -1.653 -15.119 0.073
C -25.953 -2.365 -13.535 -0.040
H -25.666 -1.916 -16.971 0.074
H -24.555 -2.683 -15.842 0.073
H -24.726 -0.940 -15.893 0.083
H -26.688 -2.127 -12.766 0.087
H -25.068 -1.830 -13.193 0.090
H -25.710 -3.427 -13.555 0.091
C -15.973 -3.159 -11.690 -0.026
C -15.076 -4.277 -12.197 -0.497
O -14.207 -4.005 -13.019 0.051
C -15.292 -5.646 -11.638 -0.028
H -15.949 -3.280 -10.607 0.074
H -17.026 -3.201 -11.972 0.085
H -15.489 -2.209 -11.915 0.083
H -15.171 -5.623 -10.555 0.083
H -14.530 -6.319 -12.032 0.084
H -16.319 -5.900 -11.901 0.092
C -22.121 -11.685 -20.828 -0.028
C -20.931 -11.847 -21.760 -0.475
O -20.069 -12.654 -21.465 0.037
C -20.970 -11.057 -23.090 -0.011
H -22.106 -12.480 -20.082 0.070
H -22.988 -11.697 -21.488 0.087
H -21.936 -10.815 -20.197 0.088
H -20.011 -10.959 -23.600 0.082
H -21.348 -10.063 -22.852 0.079
H -21.687 -11.534 -23.758 0.087
C -17.299 -4.241 -21.015 -0.036
C -15.928 -3.679 -20.793 -0.463
O -15.019 -3.896 -21.610 0.033
C -15.662 -3.011 -19.440 -0.024
H -17.994 -3.614 -20.457 0.077
H -17.404 -5.251 -20.617 0.092
H -17.494 -4.155 -22.084 0.086
H -14.717 -3.228 -18.942 0.081
H -16.409 -3.450 -18.779 0.069
H -15.782 -1.929 -19.380 0.084
```

Max |F|   4.4 eV Å⁻¹
2S+1   1
Charge   +1
HOMO   -0.30874 Ha
Energy relative to the best compared isomer or geometry (same formula, charge and spin)   154.16 kcal per mole
HOMO-LUMO gap   4.0 eV

=====

No. 3
Here is C5H14NO as an isolated structure from the Open Molecules 2025 dataset. Energies are from ωB97M-V with the def2-TZVPD basis set.

```
21
Properties=species:S:1:pos:R:3:lowdin_charge:R:1
C -1.546 -0.012 0.530 -0.040
C -0.310 0.001 1.374 -0.050
C -0.642 -1.311 0.546 -0.106
C -0.039 -1.656 -0.805 -0.225
C 1.405 -2.158 -0.846 -0.094
N -0.283 2.390 -0.854 0.267
H -1.381 0.542 -0.375 0.067
H -2.516 -0.073 1.068 0.138
H -0.383 0.158 2.384 0.090
H 0.525 0.558 0.946 0.086
H -1.106 -2.024 1.168 0.127
H -0.618 -2.552 -1.394 0.183
H 1.568 -3.214 -0.507 0.097
H 2.008 -1.488 -0.259 0.060
H 1.697 -2.094 -1.965 0.115
H -0.201 -0.768 -1.449 0.104
H -1.013 2.999 -1.136 0.067
H 0.432 2.367 -1.588 0.094
H 1.115 3.266 1.763 0.053
H 0.260 2.524 0.243 -0.035
O 1.029 2.544 1.158 0.001
```

Max |F|   3.8 eV Å⁻¹
2S+1   1
Charge   +1
HOMO   -0.51806 Ha
Energy relative to the best compared isomer or geometry (same formula, charge and spin)   218.51 kcal per mole
HOMO-LUMO gap   4.5 eV

=====

No. 4
Here is C16H20CeN4O4 as an isolated structure from the Open Molecules 2025 dataset. Energies are from ωB97M-V with the def2-TZVPD basis set.

```
45
Properties=species:S:1:pos:R:3:lowdin_charge:R:1
N 0.250 -1.803 -1.327 0.070
C 0.321 -2.764 -1.969 -0.020
C 0.411 -3.982 -2.781 0.054
H 1.232 -4.600 -2.419 0.127
H 0.589 -3.715 -3.821 0.128
H -0.522 -4.539 -2.704 0.123
N -1.099 1.787 -0.822 0.068
C -1.726 2.682 -1.202 0.001
C -2.522 3.816 -1.683 0.068
H -2.404 3.913 -2.762 0.131
H -2.184 4.731 -1.197 0.133
H -3.572 3.649 -1.447 0.132
N 1.512 0.336 1.636 0.071
C 2.236 0.481 2.526 -0.014
C 3.154 0.665 3.656 0.058
H 2.604 1.055 4.511 0.128
H 3.939 1.368 3.378 0.127
H 3.602 -0.293 3.919 0.127
Ce 0.000 0.000 0.000 1.141
C -1.086 0.895 1.681 -0.085
O -1.658 1.349 2.556 0.333
C -2.018 -0.687 -0.509 -0.082
O -3.070 -1.048 -0.761 0.328
C 2.028 0.455 -2.957 -0.084
C 2.950 -0.056 -2.085 -0.082
C 3.386 0.688 -1.062 -0.081
C 2.906 1.956 -0.884 -0.082
C 2.004 2.456 -1.737 -0.083
C 1.559 1.696 -2.784 -0.084
H 1.688 -0.127 -3.799 0.136
H 3.351 -1.047 -2.228 0.137
H 4.132 0.284 -0.394 0.137
H 3.267 2.571 -0.074 0.137
H 1.651 3.466 -1.603 0.137
H 0.848 2.097 -3.490 0.136
N -1.740 -4.611 2.499 0.217
C -0.705 -3.647 2.879 -0.061
C -0.858 -2.379 2.098 -0.460
O -1.984 -1.711 2.184 0.016
O 0.125 -1.944 1.329 -0.149
H -2.689 -4.222 2.704 0.204
H -1.612 -5.489 3.052 0.213
H -1.666 -4.835 1.480 0.201
H -0.794 -3.417 3.962 0.180
H 0.299 -4.086 2.692 0.168
```

Max |F|   11.0 eV Å⁻¹
2S+1   1
Charge   +4
HOMO   -0.77388 Ha
Energy relative to the best compared isomer or geometry (same formula, charge and spin)   98.21 kcal per mole
HOMO-LUMO gap   5.2 eV

=====

No. 5
Here is a 2-piece molecular cluster, C4H14N3 overall from the Open Molecules 2025 dataset. Energies are from ωB97M-V with the def2-TZVPD basis set.

```
21
Properties=species:S:1:pos:R:3:lowdin_charge:R:1
C 1.771 -1.494 -0.088 -0.098
C 2.300 -0.067 -0.147 -0.300
N 1.700 0.611 -1.342 -0.033
H 2.128 -2.077 -0.936 0.082
H 2.043 -1.984 0.844 0.082
H 0.679 -1.460 -0.163 0.051
H 2.003 0.518 0.727 0.102
H 3.390 -0.081 -0.178 0.112
H 2.284 1.423 -1.533 0.097
H 1.886 -0.032 -2.108 0.093
C -2.778 -0.706 1.236 -0.018
N -0.726 1.707 -0.570 0.175
C -1.673 1.195 0.182 -0.151
N -1.590 0.054 0.828 0.013
H -2.579 -1.757 1.055 0.099
H -3.614 -0.365 0.636 0.093
H -3.011 -0.564 2.290 0.098
H 0.113 1.153 -0.915 0.076
H -0.973 2.595 -0.977 0.126
H -2.674 1.591 0.024 0.160
H -0.680 -0.261 1.135 0.141
```

Max |F|   1.9 eV Å⁻¹
2S+1   1
Charge   +1
HOMO   -0.52194 Ha
Energy relative to the best compared isomer or geometry (same formula, charge and spin)   12.86 kcal per mole
HOMO-LUMO gap   11.0 eV

=====

No. 6
Here is a 3-piece molecular cluster, CH7N6 overall from the Open Molecules 2025 dataset. Energies are from ωB97M-V with the def2-TZVPD basis set.

```
14
Properties=species:S:1:pos:R:3:lowdin_charge:R:1
C 0.085 -0.425 -0.020 -0.338
N -1.068 -0.885 0.122 0.103
N -4.427 -0.188 0.076 0.193
N -3.528 0.549 -0.100 -0.104
N -2.351 0.777 -0.017 0.218
N 1.158 -0.002 -0.200 0.232
N 3.568 0.251 0.160 0.079
H -1.505 -1.638 -0.381 0.092
H -4.463 -1.143 0.479 0.149
H -1.705 1.405 -0.441 0.136
H 2.220 0.249 -0.177 -0.016
H 4.160 -0.323 -0.414 0.082
H 3.868 1.126 -0.195 0.064
H 3.988 0.248 1.107 0.111
```

Max |F|   2.2 eV Å⁻¹
2S+1   1
Charge   +1
HOMO   -0.48885 Ha
Energy relative to the best compared isomer or geometry (same formula, charge and spin)   126.21 kcal per mole
HOMO-LUMO gap   7.8 eV

=====

No. 7
Here is a 2-piece molecular cluster, C3H8BrClSi overall from the Open Molecules 2025 dataset. Energies are from ωB97M-V with the def2-TZVPD basis set.

```
14
Properties=species:S:1:pos:R:3:lowdin_charge:R:1
C 1.000 -0.639 -0.971 -0.240
C 0.258 1.412 0.291 -0.188
C 0.402 -0.083 0.314 -1.083
Si -1.191 -0.860 0.707 0.223
Cl 1.657 -0.687 1.565 0.542
Br -2.470 0.223 2.066 0.341
H 0.718 -1.740 -1.120 0.093
H 0.543 -0.248 -1.900 0.060
H 2.060 -0.514 -1.054 0.059
H 0.426 1.881 1.233 0.065
H 1.022 1.725 -0.408 0.081
H -0.708 1.650 -0.265 0.065
H -1.791 0.017 -1.490 0.046
H -1.927 -2.137 1.031 -0.064
```

Max |F|   4.0 eV Å⁻¹
2S+1   1
Charge   0
HOMO   -0.31969 Ha
Energy relative to the best compared isomer or geometry (same formula, charge and spin)   114.29 kcal per mole
HOMO-LUMO gap   8.4 eV

=====

No. 8
Here is a single C12H22N4O4 molecule from the Open Molecules 2025 dataset. Energies are from ωB97M-V with the def2-TZVPD basis set.

```
42
Properties=species:S:1:pos:R:3:lowdin_charge:R:1
C -5.192 0.588 2.321 -0.082
C -4.057 -0.395 2.405 -0.210
O -2.838 0.382 2.715 -0.010
C -1.747 -0.410 2.837 -0.470
N -0.620 0.296 3.441 -0.088
N 0.481 -0.246 2.952 -0.008
C 1.604 0.472 2.579 -0.581
O 2.727 0.065 2.956 -0.012
O 1.484 1.466 1.683 -0.001
C 2.796 2.020 1.402 -0.252
C 2.696 3.035 0.291 -0.090
O -1.686 -1.588 2.496 0.084
H -6.135 0.055 2.302 0.073
H -5.232 1.263 3.183 0.072
H -5.150 1.175 1.397 0.082
H -4.208 -1.105 3.223 0.119
H -3.963 -0.964 1.471 0.127
H 3.181 2.504 2.310 0.121
H 3.493 1.226 1.115 0.120
H 3.635 3.601 0.236 0.073
H 2.580 2.547 -0.689 0.076
H 1.884 3.762 0.440 0.075
C -2.254 2.805 5.646 -0.021
N -2.287 1.477 6.177 -0.089
C -3.317 1.052 7.114 -0.101
C -2.898 -0.351 7.479 -0.105
N -1.601 -0.496 6.832 -0.089
C -0.853 -1.715 6.948 -0.019
C -1.397 0.503 5.944 -0.188
C -0.306 0.634 5.005 0.006
H -1.763 2.831 4.671 0.098
H -3.283 3.164 5.528 0.098
H -1.742 3.525 6.303 0.103
H -3.385 1.704 7.996 0.133
H -4.293 1.067 6.610 0.130
H -2.847 -0.509 8.563 0.131
H -3.601 -1.093 7.066 0.135
H 0.229 -1.548 6.979 0.101
H -1.138 -2.217 7.881 0.096
H -1.079 -2.412 6.128 0.109
H 0.524 -0.084 5.139 0.128
H 0.069 1.660 4.861 0.126
```

Max |F|   3.0 eV Å⁻¹
2S+1   1
Charge   0
HOMO   -0.21756 Ha
Energy relative to the best compared isomer or geometry (same formula, charge and spin)   158.33 kcal per mole
HOMO-LUMO gap   5.8 eV

=====

What did the eighth record say?
Here is a single C12H22N4O4 molecule from the Open Molecules 2025 dataset. Energies are from ωB97M-V with the def2-TZVPD basis set.

```
42
Properties=species:S:1:pos:R:3:lowdin_charge:R:1
C -5.192 0.588 2.321 -0.082
C -4.057 -0.395 2.405 -0.210
O -2.838 0.382 2.715 -0.010
C -1.747 -0.410 2.837 -0.470
N -0.620 0.296 3.441 -0.088
N 0.481 -0.246 2.952 -0.008
C 1.604 0.472 2.579 -0.581
O 2.727 0.065 2.956 -0.012
O 1.484 1.466 1.683 -0.001
C 2.796 2.020 1.402 -0.252
C 2.696 3.035 0.291 -0.090
O -1.686 -1.588 2.496 0.084
H -6.135 0.055 2.302 0.073
H -5.232 1.263 3.183 0.072
H -5.150 1.175 1.397 0.082
H -4.208 -1.105 3.223 0.119
H -3.963 -0.964 1.471 0.127
H 3.181 2.504 2.310 0.121
H 3.493 1.226 1.115 0.120
H 3.635 3.601 0.236 0.073
H 2.580 2.547 -0.689 0.076
H 1.884 3.762 0.440 0.075
C -2.254 2.805 5.646 -0.021
N -2.287 1.477 6.177 -0.089
C -3.317 1.052 7.114 -0.101
C -2.898 -0.351 7.479 -0.105
N -1.601 -0.496 6.832 -0.089
C -0.853 -1.715 6.948 -0.019
C -1.397 0.503 5.944 -0.188
C -0.306 0.634 5.005 0.006
H -1.763 2.831 4.671 0.098
H -3.283 3.164 5.528 0.098
H -1.742 3.525 6.303 0.103
H -3.385 1.704 7.996 0.133
H -4.293 1.067 6.610 0.130
H -2.847 -0.509 8.563 0.131
H -3.601 -1.093 7.066 0.135
H 0.229 -1.548 6.979 0.101
H -1.138 -2.217 7.881 0.096
H -1.079 -2.412 6.128 0.109
H 0.524 -0.084 5.139 0.128
H 0.069 1.660 4.861 0.126
```

Max |F|   3.0 eV Å⁻¹
2S+1   1
Charge   0
HOMO   -0.21756 Ha
Energy relative to the best compared isomer or geometry (same formula, charge and spin)   158.33 kcal per mole
HOMO-LUMO gap   5.8 eV

=====

Copy entry 5 word for word.
Here is a 2-piece molecular cluster, C4H14N3 overall from the Open Molecules 2025 dataset. Energies are from ωB97M-V with the def2-TZVPD basis set.

```
21
Properties=species:S:1:pos:R:3:lowdin_charge:R:1
C 1.771 -1.494 -0.088 -0.098
C 2.300 -0.067 -0.147 -0.300
N 1.700 0.611 -1.342 -0.033
H 2.128 -2.077 -0.936 0.082
H 2.043 -1.984 0.844 0.082
H 0.679 -1.460 -0.163 0.051
H 2.003 0.518 0.727 0.102
H 3.390 -0.081 -0.178 0.112
H 2.284 1.423 -1.533 0.097
H 1.886 -0.032 -2.108 0.093
C -2.778 -0.706 1.236 -0.018
N -0.726 1.707 -0.570 0.175
C -1.673 1.195 0.182 -0.151
N -1.590 0.054 0.828 0.013
H -2.579 -1.757 1.055 0.099
H -3.614 -0.365 0.636 0.093
H -3.011 -0.564 2.290 0.098
H 0.113 1.153 -0.915 0.076
H -0.973 2.595 -0.977 0.126
H -2.674 1.591 0.024 0.160
H -0.680 -0.261 1.135 0.141
```

Max |F|   1.9 eV Å⁻¹
2S+1   1
Charge   +1
HOMO   -0.52194 Ha
Energy relative to the best compared isomer or geometry (same formula, charge and spin)   12.86 kcal per mole
HOMO-LUMO gap   11.0 eV

=====

What did the third record say?
Here is C5H14NO as an isolated structure from the Open Molecules 2025 dataset. Energies are from ωB97M-V with the def2-TZVPD basis set.

```
21
Properties=species:S:1:pos:R:3:lowdin_charge:R:1
C -1.546 -0.012 0.530 -0.040
C -0.310 0.001 1.374 -0.050
C -0.642 -1.311 0.546 -0.106
C -0.039 -1.656 -0.805 -0.225
C 1.405 -2.158 -0.846 -0.094
N -0.283 2.390 -0.854 0.267
H -1.381 0.542 -0.375 0.067
H -2.516 -0.073 1.068 0.138
H -0.383 0.158 2.384 0.090
H 0.525 0.558 0.946 0.086
H -1.106 -2.024 1.168 0.127
H -0.618 -2.552 -1.394 0.183
H 1.568 -3.214 -0.507 0.097
H 2.008 -1.488 -0.259 0.060
H 1.697 -2.094 -1.965 0.115
H -0.201 -0.768 -1.449 0.104
H -1.013 2.999 -1.136 0.067
H 0.432 2.367 -1.588 0.094
H 1.115 3.266 1.763 0.053
H 0.260 2.524 0.243 -0.035
O 1.029 2.544 1.158 0.001
```

Max |F|   3.8 eV Å⁻¹
2S+1   1
Charge   +1
HOMO   -0.51806 Ha
Energy relative to the best compared isomer or geometry (same formula, charge and spin)   218.51 kcal per mole
HOMO-LUMO gap   4.5 eV

=====

Q: Among the records above, which one has the highest HOMO?
A: C12H22N4O4